ORCA calculation (ωB97M-V with the def2-TZVPD basis set) on a structure of composition C3H5O3Pb at a distorted geometry.

## Properties
* HOMO-LUMO gap (alpha / beta): 0.27462 / 0.23110 Eh
* calculated total energy: -535.42498 a.u.
* E_HOMO (alpha / beta): -13.18 / -12.07 eV
* net charge: +1
* ΔE to the lowest compared entry with this formula, charge and spin: 3.911 eV

Last column: natural (NBO) charge in e.
Geometry (Å):
H: 1.60373 -2.08706 -0.00604  0.284
O: -1.63526 -0.81342 -0.04093  -0.481
C: -0.41475 -0.69652 0.47286  0.792
C: -2.02204 0.39086 -0.72902  -0.110
O: 0.58845 -1.28856 -0.32197  -0.921
O: -0.09153 0.66520 0.52534  -0.584
C: -1.16513 1.44881 -0.04454  -0.107
H: -3.09638 0.53352 -0.57964  0.237
H: -1.78893 0.28441 -1.79564  0.199
H: -1.68571 1.95559 0.77550  0.218
H: -0.73842 2.18263 -0.73478  0.215
Pb: 2.22907 -0.07641 -0.41136  1.258

ORCA calculation (ωB97M-V with the def2-TZVPD basis set) on the ion C3H5O3S2 with charge -1 at a distorted geometry.

## Properties
* HOMO-LUMO gap: 0.28776 Eh
* SMILES string: O=C([O-])[C@@H](O)C(S)S
* calculated total energy: -1139.43317 a.u.
* E_HOMO: -4.70 eV
* net charge: -1
* ΔE to the lowest compared entry with this formula, charge and spin: 1.428 eV

Last column: natural (NBO) charge in e.
Geometry (Å):
C: -0.61282 1.63754 0.99373  0.746
C: 0.32576 0.88041 -0.04809  0.027
C: -0.74392 -0.42050 -0.62055  -0.509
O: -0.54821 0.94177 2.04754  -0.808
O: -1.15128 2.70016 0.81953  -0.695
O: 1.37734 0.31154 0.58242  -0.738
S: -1.39080 -1.51433 0.65026  -0.170
S: 0.10830 -1.41884 -1.93355  -0.098
H: 0.79543 1.60277 -0.72521  0.190
H: -1.67131 -0.14043 -1.14697  0.214
H: 0.91083 -0.07431 1.49572  0.493
H: -0.99454 -0.62411 1.68661  0.230
H: 0.25199 -2.61670 -1.41356  0.117

ORCA calculation (ωB97M-V with the def2-TZVPD basis set) on a structure of composition C3H5O3Sm at a distorted geometry.

## Properties
* HOMO-LUMO gap (alpha / beta): 0.24715 / 0.25170 Eh
* calculated total energy: -1000.64841 a.u.
* 2S+1: 7
* E_HOMO (alpha / beta): -11.14 / -11.15 eV
* net charge: +1
* ΔE to the lowest compared entry with this formula, charge and spin: 2.796 eV

Last column: Mulliken spin population.
Geometry (Å):
H: 1.87946 -2.22940 0.27802  -0.062
O: -1.93526 -0.68085 -0.46778  0.000
C: -0.76214 -0.39459 0.03683  -0.007
C: -2.66355 0.53082 -0.75682  0.000
O: 0.26076 -1.05520 -0.32811  -0.003
O: -0.61692 0.90223 0.28656  0.001
C: -1.82978 1.60894 -0.05714  0.000
H: -3.66747 0.42291 -0.33782  0.000
H: -2.70552 0.65063 -1.84451  0.000
H: -2.27314 1.96598 0.87810  0.000
H: -1.56770 2.44760 -0.70821  0.000
Sm: 2.73970 -0.56825 -0.57196  6.071

ORCA calculation (ωB97M-V with the def2-TZVPD basis set) on a structure of composition C3H5O3Y at a distorted geometry.

## Properties
* HOMO-LUMO gap: 0.30774 Eh
* calculated total energy: -380.66609 a.u.
* E_HOMO: -18.90 eV
* net charge: +2
* ΔE to the lowest compared entry with this formula, charge and spin: 0.448 eV

Last column: natural (NBO) charge in e.
Geometry (Å):
H: 3.97342 -2.97208 1.06376  -0.455
O: -0.85167 -0.84195 -0.39959  -0.399
C: 0.34718 -0.51107 -0.01333  1.052
C: -1.70219 0.32563 -0.42135  -0.110
O: 1.30054 -1.28216 -0.09804  -0.839
O: 0.47497 0.75323 0.28803  -0.444
C: -0.80587 1.41450 0.18483  -0.110
H: -2.59149 0.10825 0.17629  0.248
H: -1.97868 0.51977 -1.46236  0.236
H: -1.10553 1.71350 1.19411  0.236
H: -0.68654 2.29164 -0.45680  0.241
Y: 3.62586 -1.51927 -0.05556  2.344